{
  "formula": "C35H48N8O6Tm",
  "method": "ωB97M-V/def2-TZVPD",
  "relative_energy_kcal_mol": 0.0,
  "lumo_energy_ev": [-7.6, -7.6],
  "max_force_ev_per_a": 0.92,
  "charge": 3,
  "spin_multiplicity": 3,
  "homo_energy_ha": [-0.5500, -0.5500],
  "gap_ev": [7.388, 7.355],
  "species": ["Tm", "C", "C", "O", "C", "C", "O", "C", "C", "O", "C", "C", "O", "C", "C", "O", "H", "H", "H", "H", "H", "H", "H", "H", "H", "H", "H", "H", "H", "H", "H", "H", "H", "H", "H", "H", "C", "C", "C", "C", "N", "C", "N", "N", "N", "H", "H", "H", "H", "H", "H", "H", "H", "H", "H", "C", "C", "C", "C", "C", "N", "C", "O", "N", "C", "C", "C", "C", "N", "C", "C", "C", "H", "H", "H", "H", "H", "H", "H", "H", "H", "H", "H", "H", "H", "N", "C", "C", "C", "C", "C", "C", "C", "H", "H", "H", "H", "H"],
  "positions_angstrom": [[-0.060347, 0.295287, -0.149246], [1.293956, 0.891468, 2.753025], [0.200139, 1.920688, 2.658776], [-0.844408, 1.435599, 1.784048], [-2.090602, 0.977261, 2.369529], [-2.238855, -0.509994, 2.168749], [-2.008925, -0.765948, 0.770954], [-2.394124, -2.086392, 0.357596], [-2.034607, -2.241068, -1.107467], [-0.744899, -1.615475, -1.279334], [0.111889, -2.046015, -2.357405], [1.497219, -2.275555, -1.768895], [1.816105, -1.217871, -0.824129], [2.114051, -1.628644, 0.530995], [2.696140, -0.398583, 1.219286], [1.670114, 0.598993, 1.383933], [0.962486, -0.031824, 3.234876], [2.151847, 1.302470, 3.289951], [0.584216, 2.834131, 2.199434], [-0.195722, 2.167344, 3.643992], [-2.897734, 1.513861, 1.863977], [-2.111098, 1.220903, 3.432633], [-3.260830, -0.793183, 2.438230], [-1.520105, -1.090507, 2.757267], [-3.471235, -2.208949, 0.493896], [-1.871791, -2.819799, 0.981507], [-2.759163, -1.769997, -1.774883], [-1.962198, -3.300944, -1.361692], [0.108973, -1.274843, -3.132803], [-0.256282, -2.977670, -2.789349], [2.243805, -2.253853, -2.562827], [1.575660, -3.237397, -1.258578], [3.906772, -2.596590, 0.164171], [0.409296, -2.666123, 0.517241], [3.490484, 0.022191, 0.599438], [3.102458, -0.682964, 2.189942], [4.151802, -2.432356, 4.628012], [2.895203, -3.208562, 5.005893], [1.846911, -2.302109, 5.643173], [2.389114, -4.070584, 3.843052], [2.165619, -3.329889, 2.564296], [1.084230, -2.556728, 2.432908], [0.838035, -1.973754, 1.140212], [2.977132, -2.758861, 0.535998], [3.130812, -3.482869, 1.736862], [4.576662, -1.945788, 5.504193], [3.920480, -1.648200, 3.900554], [4.915672, -3.076744, 4.196291], [3.170773, -3.955208, 5.757399], [1.596866, -1.464205, 4.989626], [2.232893, -1.884607, 6.571741], [0.931950, -2.844906, 5.885386], [1.452566, -4.573856, 4.082719], [3.137127, -4.815506, 3.580386], [0.304699, -2.624383, 3.167400], [-6.119239, 1.555549, 4.059748], [-5.901039, 1.066135, 2.655461], [-5.952455, -0.288983, 2.340098], [-5.805466, -0.730089, 1.034135], [-5.623073, 0.175596, -0.008962], [-5.543048, -0.382155, -1.312911], [-5.508816, 0.185710, -2.565151], [-5.873248, -0.416200, -3.538650], [-5.053707, 1.520795, -2.674004], [-3.825635, 1.996191, -2.272144], [-3.447065, 3.307120, -2.577529], [-2.227371, 3.781231, -2.142617], [-1.388818, 2.939778, -1.433844], [-1.714993, 1.665426, -1.175312], [-2.916266, 1.215183, -1.563863], [-5.591237, 1.534780, 0.285552], [-5.718007, 1.958140, 1.601866], [-5.986406, 0.756625, 4.786903], [-7.134325, 1.936616, 4.176331], [-5.441802, 2.371545, 4.309580], [-6.144135, -1.013063, 3.122406], [-5.908469, -1.787258, 0.814249], [-5.946435, -1.309293, -1.387144], [-5.457944, 1.970235, -3.486640], [-4.116702, 3.946583, -3.137977], [-1.926384, 4.798201, -2.347078], [-0.429215, 3.289979, -1.075260], [-3.173024, 0.202239, -1.295403], [-5.527518, 2.273601, -0.497086], [-5.718475, 3.021926, 1.804267], [1.373644, 1.532615, -1.506191], [2.090605, 2.150009, -2.172077], [2.971520, 2.909276, -2.987669], [2.858222, 4.304330, -2.999632], [3.713724, 5.035177, -3.799904], [4.667680, 4.381525, -4.573111], [4.779682, 2.995033, -4.553190], [3.934861, 2.247462, -3.757156], [2.113099, 4.799358, -2.392552], [3.640001, 6.112825, -3.824717], [5.333476, 4.960394, -5.198607], [5.524714, 2.501822, -5.159964], [4.008528, 1.169275, -3.733190]],
  "forces_ev_per_a": [[-0.4, -0.6, 0.6], [0.0, 0.1, 0.0], [0.1, 0.1, 0.0], [0.3, -0.4, -0.2], [-0.1, 0.1, 0.0], [-0.2, 0.1, 0.1], [0.0, 0.1, -0.2], [0.0, 0.0, 0.0], [0.0, -0.1, 0.0], [0.0, 0.2, 0.0], [0.2, 0.0, -0.1], [0.1, -0.1, 0.0], [-0.2, 0.1, 0.0], [0.1, 0.1, 0.0], [0.1, 0.1, 0.0], [0.0, 0.1, 0.0], [0.0, 0.0, 0.0], [0.0, 0.0, 0.0], [0.0, 0.0, 0.1], [0.0, 0.0, 0.0], [0.1, -0.1, 0.0], [0.0, 0.0, 0.0], [0.1, 0.0, 0.0], [0.0, 0.0, 0.0], [0.0, 0.0, 0.0], [0.0, 0.0, 0.0], [0.0, 0.0, 0.1], [0.0, 0.1, 0.0], [0.0, 0.0, 0.1], [0.0, 0.1, 0.0], [0.0, 0.0, 0.0], [0.0, 0.1, 0.0], [0.0, 0.0, 0.0], [0.1, 0.1, 0.1], [0.0, 0.0, 0.1], [0.0, 0.0, 0.0], [0.0, 0.0, 0.0], [0.0, 0.0, 0.0], [0.0, -0.1, 0.0], [0.0, 0.0, 0.0], [-0.1, 0.1, 0.1], [-0.1, -0.1, -0.2], [-0.1, -0.2, 0.0], [0.0, -0.2, -0.1], [0.1, 0.1, 0.0], [0.0, 0.0, 0.0], [0.0, 0.0, 0.0], [0.0, 0.0, 0.0], [0.0, 0.0, 0.0], [0.0, 0.0, 0.0], [0.0, 0.0, 0.0], [0.0, 0.0, 0.0], [0.0, 0.0, 0.0], [-0.1, 0.0, 0.0], [0.0, 0.1, 0.1], [0.0, 0.0, 0.0], [0.0, 0.0, 0.0], [0.0, 0.0, 0.0], [0.0, 0.0, 0.0], [-0.1, 0.0, 0.0], [0.1, -0.2, 0.1], [-0.1, 0.2, 0.0], [0.0, 0.0, -0.1], [-0.1, 0.0, -0.1], [0.1, 0.0, 0.0], [0.0, 0.0, 0.0], [0.0, 0.0, 0.1], [0.0, 0.0, -0.1], [0.1, 0.2, 0.1], [0.0, 0.0, 0.0], [0.1, 0.0, 0.0], [0.0, 0.0, 0.0], [0.0, 0.0, 0.0], [0.0, 0.0, 0.0], [0.0, 0.0, 0.0], [0.0, 0.0, 0.0], [0.0, 0.0, 0.0], [0.0, 0.1, 0.0], [0.1, -0.1, 0.0], [0.0, 0.0, 0.0], [0.0, 0.0, 0.0], [0.0, 0.0, 0.0], [0.0, 0.0, 0.0], [0.0, 0.0, 0.1], [0.0, 0.0, 0.0], [0.2, 0.3, -0.3], [-0.1, -0.1, 0.1], [-0.1, -0.1, 0.1], [0.0, 0.0, 0.0], [0.0, 0.0, 0.0], [0.0, 0.0, 0.0], [0.0, 0.0, 0.0], [0.0, 0.0, 0.0], [0.0, 0.0, 0.0], [0.0, 0.0, 0.0], [0.0, 0.0, 0.0], [0.0, 0.0, 0.0], [0.0, 0.0, 0.0]]
}